1.
Below is a cluster of 9 separate species, C37H52F8O25 in total, with properties calculated with the ωB97M-V functional and the def2-TZVPD basis.

Values from the calculation:
* HOMO energy: -10.700 eV
* ΔE to the lowest compared entry with this formula, charge and spin: 0.0 kJ/mol
* HOMO-LUMO gap: 10.3760 eV

Last column: Löwdin charge in e.
Positions of all 122 atoms, in Å:
1 C -4.158 2.745 -3.730  -0.014
2 C -2.894 1.967 -3.988  -0.302
3 C -2.640 0.753 -3.080  -0.086
4 O -2.382 -0.313 -4.003  0.056
5 C -2.706 0.073 -5.261  -0.586
6 O -2.693 -0.660 -6.199  0.161
7 O -2.991 1.387 -5.305  0.075
8 H -4.178 3.309 -2.800  0.070
9 H -5.001 2.058 -3.813  0.101
10 H -4.263 3.496 -4.517  0.094
11 H -2.007 2.603 -3.996  0.151
12 H -3.465 0.461 -2.431  0.134
13 H -1.752 0.945 -2.484  0.111
14 C -0.594 5.208 0.855  -0.009
15 C 0.038 4.240 -0.107  -0.266
16 C 1.466 4.626 -0.552  -0.082
17 O 2.286 3.530 -0.199  0.083
18 C 1.589 2.649 0.551  -0.574
19 O 2.083 1.751 1.152  0.148
20 O 0.293 2.981 0.600  0.063
21 H 0.115 5.512 1.630  0.103
22 H -1.421 4.785 1.418  0.068
23 H -0.911 6.100 0.313  0.108
24 H -0.649 3.946 -0.901  0.148
25 H 1.777 5.487 0.044  0.132
26 H 1.535 4.902 -1.601  0.137
27 C -5.052 -0.528 3.064  -0.016
28 C -4.638 -1.171 4.362  -0.303
29 C -3.255 -0.750 4.874  -0.086
30 O -3.531 0.000 6.064  0.072
31 C -4.822 -0.173 6.420  -0.569
32 O -5.290 0.191 7.445  0.171
33 O -5.514 -0.786 5.432  0.084
34 H -4.569 -1.008 2.217  0.087
35 H -4.851 0.546 3.116  0.072
36 H -6.135 -0.611 2.949  0.092
37 H -4.672 -2.260 4.329  0.154
38 H -2.690 -0.168 4.150  0.110
39 H -2.630 -1.591 5.176  0.128
40 C 0.395 -0.590 -8.541  -0.024
41 C 0.617 0.727 -7.858  -0.301
42 C 0.340 0.754 -6.337  -0.089
43 O 1.575 1.138 -5.759  0.062
44 C 2.499 1.370 -6.717  -0.567
45 O 3.603 1.738 -6.511  0.171
46 O 2.008 1.067 -7.939  0.089
47 H 0.890 -1.429 -8.039  0.096
48 H 0.878 -0.572 -9.519  0.090
49 H -0.662 -0.843 -8.600  0.090
50 H 0.018 1.497 -8.344  0.152
51 H 0.036 -0.214 -5.952  0.125
52 H -0.454 1.482 -6.168  0.124
53 C -4.216 2.480 0.340  -0.011
54 C -4.616 3.530 1.346  -0.283
55 C -3.969 3.515 2.744  -0.098
56 O -3.719 4.887 3.017  0.069
57 C -3.804 5.598 1.862  -0.592
58 O -3.548 6.749 1.753  0.172
59 O -4.068 4.771 0.829  0.059
60 H -4.255 2.859 -0.677  0.062
61 H -4.804 1.569 0.445  0.088
62 H -3.167 2.215 0.511  0.075
63 H -5.696 3.638 1.471  0.158
64 H -3.048 2.928 2.776  0.129
65 H -4.659 3.083 3.468  0.131
66 C 2.771 1.309 5.547  -0.017
67 C 1.274 1.087 5.597  -0.288
68 C 0.705 0.626 4.252  -0.090
69 O -0.180 -0.439 4.626  0.021
70 C 0.197 -0.924 5.829  -0.569
71 O -0.118 -1.987 6.240  0.174
72 O 1.035 -0.061 6.440  0.093
73 H 3.174 1.454 6.551  0.090
74 H 3.050 2.147 4.910  0.092
75 H 3.256 0.410 5.164  0.081
76 H 0.730 1.968 5.935  0.155
77 H 1.417 0.214 3.532  0.108
78 H 0.148 1.386 3.705  0.130
79 C 3.191 -1.529 1.619  -0.005
80 C 4.589 -1.806 2.187  -0.300
81 C 4.653 -2.640 3.468  -0.077
82 O 5.463 -3.759 3.105  0.075
83 C 5.889 -3.657 1.835  -0.573
84 O 6.571 -4.441 1.270  0.171
85 O 5.361 -2.549 1.251  0.081
86 H 2.960 -2.364 0.953  0.078
87 H 3.234 -0.655 0.972  0.057
88 H 2.462 -1.336 2.403  0.072
89 H 5.049 -0.825 2.336  0.152
90 H 3.671 -3.023 3.757  0.133
91 H 5.060 -2.112 4.328  0.130
92 C 2.237 -4.685 -1.272  -0.016
93 C 3.677 -5.159 -1.285  -0.323
94 C 4.048 -6.195 -0.210  -0.088
95 O 4.953 -7.046 -0.899  0.080
96 C 4.747 -6.932 -2.231  -0.557
97 O 5.114 -7.702 -3.046  0.178
98 O 4.063 -5.789 -2.503  0.093
99 H 1.593 -5.544 -1.462  0.100
100 H 2.184 -3.908 -2.028  0.064
101 H 2.035 -4.298 -0.273  0.084
102 H 4.338 -4.304 -1.111  0.141
103 H 3.190 -6.737 0.206  0.136
104 H 4.532 -5.711 0.634  0.112
105 C -0.189 -2.139 -1.144  -0.053
106 C -0.760 -2.027 0.248  -0.443
107 C -0.903 -0.577 0.681  -0.264
108 F -1.892 0.061 -0.039  0.060
109 F -1.194 -0.417 1.990  0.101
110 F -1.908 -2.713 0.374  0.149
111 F 0.165 -2.558 1.102  0.118
112 O 1.085 -1.532 -1.109  0.029
113 C 1.555 -1.033 -2.269  -0.539
114 C 3.052 -0.799 -2.166  -0.253
115 F 3.309 0.043 -1.152  0.110
116 F 3.651 -1.990 -1.875  0.092
117 F 1.213 -1.774 -3.327  0.171
118 F 0.959 0.202 -2.472  0.111
119 H -0.878 -1.734 -1.896  0.148
120 H -0.134 -3.184 -1.468  0.146
121 H 0.038 -0.056 0.487  0.159
122 H 3.513 -0.433 -3.082  0.183

2.
Below is an isolated molecule of C16H23NO7S, with properties calculated with the ωB97M-V functional and the def2-TZVPD basis.

Values from the calculation:
* HOMO energy: -9.333 eV
* HOMO-LUMO gap: 9.4239 eV

Last column: natural (NBO) charge in e.
Positions of all 48 atoms, in Å:
1 C 5.329 -2.398 1.389  -0.642
2 C 4.452 -2.759 0.108  0.101
3 O 5.288 -2.938 -1.048  -0.720
4 C 3.403 -1.622 -0.196  -0.250
5 N 3.960 -0.453 -0.901  -0.614
6 C 3.033 0.716 -0.761  -0.251
7 C 1.663 0.427 -1.467  -0.086
8 O 0.806 1.565 -1.599  -0.518
9 C 0.253 1.983 -0.363  0.044
10 C 0.064 3.564 -0.488  -0.102
11 O -1.049 4.071 0.286  -0.669
12 S -1.083 3.383 1.770  2.292
13 O 0.258 3.546 2.348  -0.949
14 O -2.051 4.049 2.633  -0.896
15 C -1.486 1.612 1.550  -0.677
16 C -1.080 1.242 0.040  0.064
17 O -2.220 1.606 -0.770  -0.548
18 C -2.791 0.460 -1.338  0.786
19 O -2.380 0.095 -2.407  -0.501
20 C -3.887 -0.397 -0.663  -0.136
21 C -5.179 -0.547 -1.347  -0.188
22 C -6.260 -1.370 -0.808  -0.201
23 C -6.057 -2.083 0.458  -0.207
24 C -4.788 -1.894 1.132  -0.209
25 C -3.696 -1.078 0.619  -0.218
26 H 4.945 -2.972 2.267  0.221
27 H 6.402 -2.658 1.178  0.236
28 H 5.196 -1.290 1.542  0.201
29 H 3.859 -3.704 0.283  0.162
30 H 4.763 -3.416 -1.711  0.471
31 H 2.861 -1.353 0.767  0.163
32 H 2.618 -2.065 -0.881  0.183
33 H 4.839 -0.177 -0.445  0.360
34 H 3.555 1.637 -1.120  0.216
35 H 2.891 0.842 0.360  0.158
36 H 1.113 -0.454 -1.020  0.170
37 H 1.914 0.098 -2.517  0.213
38 H 0.955 1.853 0.515  0.208
39 H -0.173 3.742 -1.574  0.227
40 H 1.005 4.107 -0.219  0.215
41 H -0.925 1.016 2.308  0.267
42 H -2.603 1.518 1.647  0.280
43 H -0.927 0.124 0.041  0.207
44 H -5.341 -0.020 -2.316  0.234
45 H -7.208 -1.474 -1.385  0.229
46 H -6.880 -2.731 0.835  0.232
47 H -4.622 -2.436 2.097  0.223
48 H -2.736 -0.968 1.171  0.216

3.
Below is an isolated molecule of C2H5N3O2, with properties calculated with the ωB97M-V functional and the def2-TZVPD basis.

Values from the calculation:
* HOMO energy: -8.950 eV
* ΔE to the lowest compared entry with this formula, charge and spin: 551.6 kJ/mol
* HOMO-LUMO gap: 8.7523 eV

Last column: natural (NBO) charge in e.
Positions of all 12 atoms, in Å:
1 C -0.896 -0.001 0.031  0.531
2 C 1.247 -1.047 -0.091  0.551
3 H 1.510 1.007 0.469  0.483
4 H -1.042 1.937 -0.466  0.359
5 H -2.689 0.486 -0.226  0.348
6 H -0.371 -1.936 0.712  0.440
7 H 1.728 -2.194 -0.575  0.193
8 N -0.203 1.246 -0.472  -0.356
9 N -2.094 -0.391 -0.073  -0.683
10 N -0.005 -0.944 0.450  -0.647
11 O 0.687 1.868 0.470  -0.627
12 O 2.128 -0.033 -0.229  -0.592

Question: Which of these has the lowest HOMO energy?
Answer: C37H52F8O25

Question: Look up the HOMO-LUMO gap of the second one.
Answer: 9.4239 eV

Question: The highest HOMO-LUMO gap belongs to which entry?
Answer: C37H52F8O25